Density functional theory data (ωB97M-V/def2-TZVPD) for 4 unconnected molecules or ions with the total composition H8O4.

Properties
ΔE to the lowest compared entry with this formula, charge and spin   88.3 kJ/mol
Molecular weight   72.06 g mol⁻¹
HOMO-LUMO gap   10.7 eV
SMILES string   O.O.O.O
Electronic energy   -305.74558 a.u.

Each line ends with the Mulliken charge.
Element x y z (Å)
O (4.5443, 33.4365, 9.3977)  -0.64
H (4.0000, 34.1745, 9.8002)  0.34
H (5.3237, 33.4650, 9.9554)  0.30
O (6.3694, 35.7931, 10.5736)  -0.67
H (7.2099, 35.5684, 10.1506)  0.38
H (6.4907, 36.4783, 11.1758)  0.29
O (4.1426, 36.2359, 9.2146)  -0.67
H (4.1246, 37.1533, 8.9882)  0.27
H (4.9754, 35.9900, 9.6593)  0.44
O (8.5380, 34.7743, 9.1715)  -0.67
H (9.1414, 34.3961, 9.8638)  0.33
H (8.6814, 34.3464, 8.3482)  0.30